The following is a quantum chemistry calculation of C12H18BrHg as an isolated structure, from the OMol25 dataset.

Summary:
**Spin multiplicity**: 2
**Gap between HOMO and LUMO (spin up / spin down)**: 9.064 / 5.812 eV
**E_LUMO (spin up / spin down)**: 0.38 / -2.87 eV

Geometry (Å):
Hg 0.23845 0.00930 3.14374
C -2.85915 -0.36036 0.05828
C -1.38529 -0.16982 -0.22653
C -0.84794 1.11610 -0.34877
C -1.75682 2.31964 -0.43095
C 0.54134 1.28444 -0.37541
C 1.13086 2.67474 -0.41426
C 1.38292 0.16637 -0.31908
C 2.87668 0.36747 -0.17749
C 0.83962 -1.12180 -0.40073
C 1.72924 -2.33559 -0.53424
C -0.54981 -1.28691 -0.33307
C -1.15952 -2.66924 -0.34158
H -3.44938 -0.46834 -0.85634
H -3.26117 0.48214 0.61676
H -3.02270 -1.24923 0.66474
H -1.77605 2.88067 0.50803
H -2.77710 2.03968 -0.67665
H -1.42074 3.00764 -1.20538
H 0.53416 3.34380 -1.03022
H 2.14105 2.67855 -0.81496
H 1.16616 3.11605 0.58685
H 3.36248 0.52995 -1.14379
H 3.35030 -0.48987 0.29423
H 3.09221 1.23063 0.45005
H 1.75863 -2.91999 0.38982
H 2.74867 -2.07073 -0.79725
H 1.36230 -2.99784 -1.31764
H -0.55535 -3.37376 -0.90715
H -2.15460 -2.66446 -0.78116
H -1.24629 -3.07033 0.67328
Br -0.03317 0.00113 6.04686

***

The following is a quantum chemistry calculation of an isolated ion of composition C3H11N2 and charge +1, from the OMol25 dataset.

Summary:
**Spin multiplicity**: 1
**Gap between HOMO and LUMO**: 11.466 eV
**SMILES**: C[NH2+]CCN
**Total charge**: +1
**E_LUMO**: -3.19 eV

Geometry (Å):
C -1.33331 -0.47513 0.17547
N -1.48800 0.99929 0.20173
C 0.05644 -0.82419 0.73139
N 1.08163 0.15791 0.25353
C 1.49087 0.08817 -1.19584
H -2.12075 -1.03352 0.64960
H -1.27003 -0.68869 -0.90807
H -1.62642 1.27463 1.17270
H -2.28138 1.23275 -0.38644
H 0.06438 -0.72920 1.80672
H 0.35481 -1.84595 0.58111
H 1.78460 0.25242 1.01361
H 0.52413 1.04038 0.31287
H 0.55780 0.40645 -1.66435
H 2.12845 0.94787 -1.41807
H 2.07679 -0.80318 -1.32594

***

The following is a quantum chemistry calculation of a 2-piece molecular cluster, C4H7NO5 overall, from the OMol25 dataset.

Summary:
**Spin multiplicity**: 1
**Gap between HOMO and LUMO**: 9.248 eV
**E_LUMO**: 0.53 eV

Geometry (Å):
C 1.46668 0.25658 0.53198
C -2.83115 0.14996 0.19896
C -0.72471 -1.09486 -0.48819
C -1.39318 0.21181 0.10515
N 1.75988 0.43719 -0.70896
O -3.65693 0.96255 0.07355
O -0.17118 -1.10048 -1.54405
O -0.85855 -2.15951 0.27343
O -0.96485 1.34897 -0.64154
O -1.04395 0.44620 1.46822
H 2.16890 0.05382 1.31359
H -3.05954 -0.73559 0.85331
H 2.75664 0.37389 -1.23664
H 1.04908 0.43231 -1.42620
H -0.59482 -2.90937 -0.27425
H -1.76207 1.95654 -0.87214
H -0.04186 0.41891 1.42170